# 1
The following is a DFT calculation (wB97M-V/def2-TZVPD) of a 7-piece molecular cluster, C18H42ClN6O6 overall in a non-equilibrium geometry.

Results
LUMO energy	2.371	eV
net charge	-1
HOMO level	-7.17	eV
F_max	1.4	eV Å⁻¹
frontier orbital gap	0.35050	hartree
energy relative to the best compared isomer or geometry (same formula, charge and spin)	0.691	eV

Geometry (Å):
1 H 0.1663 1.1725 -5.1239
2 H -3.3698 -2.9696 -1.5432
3 C -0.4467 1.0275 -4.2374
4 H 1.6624 -4.3182 -1.7014
5 H -3.4337 2.9190 -1.5430
6 C -1.5911 -3.7321 1.3627
7 C -3.6262 -0.1575 1.8530
8 H 1.3958 1.6735 2.1437
9 H -0.9860 -4.5628 1.0055
10 C 2.1080 4.2101 1.9332
11 H -2.5753 -4.1099 1.6389
12 H 2.8627 -3.7205 0.3446
13 H 0.2808 1.1527 -2.2209
14 N -0.3251 -3.6810 -1.9461
15 H 1.3266 6.1614 1.3748
16 H -0.1203 -2.7522 -1.5879
17 C 2.2106 5.7061 1.8339
18 H -0.1566 0.0210 3.3630
19 O 0.4724 3.6305 -4.1745
20 H 1.9598 -0.4177 0.2377
21 H 3.5572 1.4605 0.7841
22 O -4.6521 2.2375 0.6785
23 H -1.7446 -3.0364 0.5344
24 N -3.0532 0.6273 0.7763
25 C 0.1257 -1.0288 3.4269
26 C 3.7361 0.6827 0.0398
27 C -2.7977 2.4306 -0.8076
28 H -0.5016 -1.4537 1.4499
29 H -2.1377 3.1813 -0.3712
30 C -3.6013 1.7472 0.2938
31 H 1.8733 4.2689 -2.1704
32 C 3.5197 -1.7045 0.5402
33 N 0.1526 1.6627 -3.0927
34 H -2.2520 -1.9108 -2.2620
35 O -0.9607 -3.6298 3.6723
36 H -3.3394 -1.2020 1.7715
37 O -1.9715 -5.2085 -2.2858
38 O 3.0930 3.5498 2.2525
39 H 0.1703 4.2467 1.2856
40 O 4.7304 -1.9125 0.4968
41 H -1.4690 1.3557 -4.4447
42 C 0.5642 2.9432 -3.1706
43 H 3.0716 6.0193 1.2459
44 C -1.6128 -4.0423 -2.1938
45 N 2.9631 -0.5147 0.3005
46 H 1.2096 -1.0661 3.2711
47 Cl -0.3410 -0.5627 -0.8182
48 C 1.1714 3.4828 -1.8885
49 H 1.5653 -2.6314 0.6892
50 C 0.6228 2.2561 1.6520
51 H -0.5549 -0.0403 -4.0361
52 H 0.3909 3.9538 -1.2867
53 H 1.7000 2.7728 -1.2551
54 C -0.9814 -3.0738 2.5748
55 H -4.7124 -0.0810 1.8468
56 H -3.2902 0.2128 2.8258
57 N -0.4969 -1.8232 2.3936
58 H 4.7891 0.4084 0.0693
59 H -3.1990 -3.0603 -3.2654
60 C 2.6064 -2.8486 0.9471
61 H -0.1177 -1.4173 4.4092
62 C -2.6275 -2.9333 -2.3480
63 N 0.9138 3.6790 1.6497
64 H 3.5254 1.0680 -0.9604
65 H 0.6097 -5.4934 -2.5159
66 H -2.1614 0.2859 0.4374
67 C 0.6518 -4.7207 -1.7517
68 H 0.4985 -5.2357 -0.7925
69 H 0.2936 1.9087 0.6744
70 H -0.2449 2.1140 2.3107
71 H 2.3243 6.1982 2.8009
72 H 2.7771 -3.0940 1.9902
73 H -2.2011 1.7192 -1.3866

Atom charges from the Löwdin analysis, given in e for atoms 1 to 8: atom 1 (H): 0.082, atom 2 (H): 0.078, atom 3 (C): -0.089, atom 4 (H): 0.072, atom 5 (H): 0.080, atom 6 (C): 0.001, atom 7 (C): -0.065, atom 8 (H): 0.079

# 2
The following is a DFT calculation (wB97M-V/def2-TZVPD) of C18H42F6NiO14 as an isolated structure in a non-equilibrium geometry.

Results
multiplicity	3
LUMO energy (spin up / spin down)	0.458 / 0.310	eV
HOMO level (spin up / spin down)	-8.41 / -8.40	eV
F_max	5.2	eV Å⁻¹
frontier orbital gap (spin up / spin down)	0.32585 / 0.31998	hartree
⟨S²⟩	2.003

Geometry (Å):
1 H -0.4068 -3.8420 -6.2209
2 C 2.2048 4.4117 3.1163
3 H 0.2568 -6.2298 1.0530
4 O 1.7845 4.9542 0.8349
5 C 3.1280 0.1169 0.6299
6 C -0.3283 -1.7999 4.2618
7 O -0.4285 -3.2860 1.0924
8 H -4.4865 -0.4922 -0.7929
9 C -4.1792 1.1994 0.5483
10 H 2.0872 -1.1116 -2.1654
11 C -2.1205 2.3554 1.0468
12 H 1.5999 2.2077 -2.9286
13 F -1.1571 4.2436 -0.1565
14 C -1.0298 -2.7971 -0.0815
15 O -0.8982 1.6920 0.9410
16 C -1.9718 3.8660 0.8695
17 H 3.6071 1.0615 0.3723
18 C -1.3731 -3.8586 -1.1168
19 H -1.5770 -0.7801 2.4460
20 H 2.6521 -1.8735 0.0115
21 H 1.8257 -2.2648 -6.8104
22 H 0.2973 -2.1983 -3.1685
23 O 2.1308 -0.4134 -1.5080
24 O -0.3948 -1.5540 -0.4313
25 C 0.7508 2.7253 -2.4823
26 C -0.6121 2.2707 -2.9589
27 C 0.3912 -5.3142 1.6289
28 H 1.0109 3.7273 -2.8236
29 H 2.0019 0.7242 2.1138
30 O -2.1690 -1.0089 3.1663
31 H -4.1036 0.5981 1.4543
32 H 1.3921 -3.5707 1.8237
33 F -3.1421 4.4295 0.5353
34 H 4.0030 -1.1388 -0.9186
35 H -0.5463 -2.8577 4.1153
36 C 2.8678 4.7483 1.8014
37 C 1.2061 -2.6246 -5.9889
38 O 1.8830 0.4878 1.1910
39 H 0.7413 3.2610 -0.7049
40 H 0.1200 -1.8915 5.2511
41 H 3.8383 -0.1266 1.4200
42 H 1.3729 5.0681 3.3713
43 C 3.0261 -0.9679 -0.4663
44 H -2.1525 -0.9636 5.2793
45 H 1.5936 -3.6197 -5.7703
46 O 0.6352 -1.4616 3.2727
47 H 1.2533 -4.1009 0.0421
48 F -1.5540 4.3855 2.0484
49 H -1.4423 2.8338 -2.5326
50 H -5.9177 0.0619 -0.2183
51 H 1.1041 5.4280 1.3188
52 H -4.9887 0.9985 -1.5298
53 C -1.4770 -0.8034 4.4390
54 H 0.4860 -2.1042 2.5752
55 O -2.8810 1.6850 0.0707
56 H 2.1510 -1.1044 -4.7540
57 H 3.5393 5.0535 4.5056
58 F -0.3368 -4.3133 -1.9062
59 H -1.5110 0.4897 -3.0940
60 H -2.4383 2.1095 2.0600
61 H -1.0752 0.2091 4.4759
62 O -0.1458 -2.9371 -6.4069
63 H 1.2029 -5.6078 2.2945
64 C 0.7962 -4.0181 1.0282
65 H 0.4833 -0.8067 -4.9343
66 O -0.7247 0.8465 -2.6745
67 H 3.3266 5.7342 1.8769
68 H -0.3871 -5.2510 2.3894
69 H -4.7793 2.0856 0.7547
70 C -4.9708 0.4612 -0.5816
71 C 1.1896 -1.6181 -4.7586
72 H 3.5440 3.9340 1.5411
73 H 1.6389 3.4870 3.0031
74 Ni 0.1574 0.5378 -0.4968
75 F -2.0701 -4.9354 -0.7493
76 O 0.8462 2.4296 -1.1734
77 F -2.1375 -3.1250 -1.9165
78 O 3.1475 4.2307 4.2037
79 H -0.6252 2.4039 -4.0407
80 O 1.2000 -2.2104 -3.4951
81 H -1.9351 -2.5706 0.4817

Atom charges from the Löwdin analysis, given in e for atoms 1 to 8: atom 1 (H): 0.076, atom 2 (C): -0.246, atom 3 (H): 0.079, atom 4 (O): -0.087, atom 5 (C): -0.219, atom 6 (C): -0.256, atom 7 (O): -0.144, atom 8 (H): 0.058

# 3
The following is a DFT calculation (wB97M-V/def2-TZVPD) of C18H42HoN3O2P2 as an isolated structure in a non-equilibrium geometry.

Results
multiplicity	5
LUMO energy (spin up / spin down)	-6.896 / -6.839	eV
net charge	+2
HOMO level (spin up / spin down)	-13.89 / -13.85	eV
F_max	14.3	eV Å⁻¹
frontier orbital gap (spin up / spin down)	0.25701 / 0.25752	hartree
⟨S²⟩	6.007

Geometry (Å):
1 C -0.2683 0.4736 -4.1306
2 H -1.4803 0.2758 2.9263
3 H 2.0340 0.5001 4.7134
4 P 1.4359 0.8642 1.9711
5 H 2.5594 -2.6554 2.6688
6 H 3.5928 0.6863 -0.0215
7 H -2.2022 2.3734 -4.7932
8 H -3.1299 -0.0356 0.9593
9 P -1.7476 0.2682 -1.8287
10 C -1.3303 1.2942 2.5200
11 H 1.7719 -3.2633 -0.7380
12 H -2.8844 2.2556 -1.0862
13 H 0.1981 2.8370 2.5911
14 H 0.6137 0.1243 -3.5748
15 H -1.6775 -3.4562 -2.3848
16 H 0.7635 -1.0435 3.1285
17 H 4.6417 2.0150 0.5171
18 H 0.0826 1.1550 -4.9208
19 H -2.7066 -1.6990 -1.0084
20 C -2.5155 1.6739 -4.0020
21 H 0.3163 1.6687 3.9356
22 H -3.9881 0.8568 -1.1987
23 H -0.4115 -2.4577 -1.7078
24 H -3.9702 -2.4208 -2.9706
25 C -1.2472 -2.4446 -2.4068
26 N -1.5515 1.3713 1.1129
27 C 3.9141 1.2626 0.8580
28 H 2.3075 2.6959 0.8408
29 C -2.8634 1.0056 0.6906
30 H -0.7347 -0.3874 -4.6191
31 C -3.0152 1.1902 -0.8459
32 H -1.8102 -2.9338 1.2361
33 C -3.4773 -1.4299 -3.0003
34 C 2.7413 1.9733 1.5611
35 C 2.4919 -1.7406 2.0585
36 H 2.3572 3.2507 3.2989
37 N 0.9879 -3.6894 -0.2545
38 H -3.1326 -1.2813 -4.0300
39 H -3.5528 1.6615 1.2077
40 H 3.9048 3.5254 2.4911
41 H 3.5055 -1.4411 1.7812
42 H -1.1104 -4.4979 0.9742
43 C -1.2790 1.2145 -3.2349
44 Ho -0.1422 0.5276 0.0684
45 O 2.2939 -1.0471 -1.7294
46 H 3.6951 2.1052 3.5212
47 H -3.2323 2.1963 -3.3683
48 C 3.1860 2.7492 2.7989
49 N -1.0696 -3.5177 0.8741
50 H -3.0230 0.8380 -4.4921
51 C 1.7643 -0.6499 2.8662
52 H -0.8247 -2.2568 -3.3864
53 H 1.9636 -2.0090 1.1453
54 H -0.7707 2.1156 -2.8305
55 C 1.4391 -0.4028 -1.1104
56 H 4.4331 0.5873 1.5451
57 H -2.0610 1.9431 2.9870
58 O -0.0278 -1.7145 0.1873
59 C -0.0299 -2.9800 0.2727
60 H 0.7809 3.0497 -0.9931
61 C -2.3245 -1.4191 -2.0111
62 H 3.5514 -0.0206 3.9428
63 H 0.9595 -4.6822 -0.1569
64 C 2.5108 -0.2999 4.1428
65 H -4.2432 -0.6839 -2.7738
66 H 2.5422 -1.1924 4.7971
67 H 0.3915 3.3888 -0.4565
68 C 0.1038 1.7794 2.8751

Atom charges from the Löwdin analysis, given in e for atoms 1 to 8: atom 1 (C): -0.079, atom 2 (H): 0.120, atom 3 (H): 0.078, atom 4 (P): 0.902, atom 5 (H): 0.106, atom 6 (H): 0.052, atom 7 (H): 0.101, atom 8 (H): 0.118

Going through the records in order, we get energy values of -53102.92464; -105354.27602; -72271.06662 eV.